# 1
The following is a quantum chemistry calculation of an isolated molecule of C21H32N2O5, from the Open Molecules 2025 dataset.

For the frontier orbital gap, the calculation gives 9.9 eV. As for the HOMO energy: -9.200 eV. The total charge is 0. As for the molar mass: 392.5 g/mol. As for the SMILES: CC[C@@H](C)[C@H](NC(=O)OC(C)(C)C)C(=O)N[C@@H](Cc1ccccc1)C(=O)OC. The LUMO energy is 0.66 eV.

Last columns: bonded neighbours and bond lengths (Å).
Element x y z (Å)
1 C 1.733 -4.576 -1.241  H4 1.087, H14 1.092, O32 1.424, H37 1.091
2 C -0.260 -0.964 -4.355  H16 1.080, C17 1.383, C42 1.385
3 H -3.219 3.282 -0.200  C15 1.086
4 H 1.540 -5.607 -1.527  C1 1.087
5 H -1.021 3.823 2.182  C12 1.092
6 H 0.178 -0.535 0.258  N59 1.013
7 H -2.903 -2.154 -0.872  C27 1.090
8 H 3.906 2.982 2.587  C21 1.088
9 C -1.573 -1.491 -2.407  C17 1.389, C27 1.501, C41 1.389
10 H -2.269 1.891 -0.708  C15 1.087
11 C 0.474 -2.743 -0.525  O32 1.328, O35 1.205, C47 1.520
12 C -1.989 3.373 2.415  H5 1.092, H33 1.092, C51 1.532, C52 1.524
13 H 0.173 1.882 0.184  N50 1.007
14 H 2.138 -4.011 -2.083  C1 1.092
15 C -2.302 2.730 -0.017  H3 1.086, H10 1.087, C51 1.529, H56 1.089
16 H 0.490 -1.248 -5.078  C2 1.080
17 C -0.608 -1.841 -3.343  C2 1.383, C9 1.389, H60 1.081
18 O -2.845 -0.597 1.147  C54 1.213
19 C 3.730 -0.343 1.620  C23 1.529, H28 1.086, H34 1.087, H46 1.088
20 H -3.089 4.972 1.446  C52 1.087
21 C 3.998 1.907 2.730  H8 1.088, H22 1.086, C23 1.528, H29 1.086
22 H 3.338 1.601 3.536  C21 1.086
23 C 3.628 1.172 1.442  C19 1.529, C21 1.528, O38 1.449, C55 1.529
24 H -0.598 0.959 -5.231  C42 1.080
25 H -1.920 -3.450 -1.592  C27 1.091
26 H 4.233 1.108 -0.626  C55 1.087
27 C -1.920 -2.408 -1.270  H7 1.090, C9 1.501, H25 1.091, C47 1.547
28 H 4.769 -0.626 1.764  C19 1.086
29 H 5.024 1.673 3.003  C21 1.086
30 H -1.082 0.913 2.670  C57 1.099
31 H -2.961 0.011 -1.800  C41 1.081
32 O 0.480 -4.034 -0.838  C1 1.424, C11 1.328
33 H -1.924 2.955 3.422  C12 1.092
34 H 3.153 -0.660 2.484  C19 1.087
35 O 1.447 -2.033 -0.558  C11 1.205
36 C -1.845 0.627 -3.522  C41 1.384, C42 1.384, H53 1.080
37 H 2.445 -4.534 -0.416  C1 1.091
38 O 2.289 1.533 1.025  C23 1.449, C49 1.343
39 H -2.884 5.178 3.182  C52 1.088
40 H -3.225 1.774 1.670  C51 1.095
41 C -2.193 -0.253 -2.512  C9 1.389, H31 1.081, C36 1.384
42 C -0.873 0.274 -4.443  C2 1.385, H24 1.080, C36 1.384
43 H 5.555 1.431 0.507  C55 1.086
44 H -1.261 -2.894 0.719  C47 1.099
45 O 1.254 0.694 2.880  C49 1.207
46 H 3.342 -0.848 0.737  C19 1.088
47 C -0.908 -2.264 -0.110  C11 1.520, C27 1.547, H44 1.099, N59 1.441
48 H 4.384 2.701 0.119  C55 1.087
49 C 1.232 1.196 1.782  O38 1.343, O45 1.207, N50 1.359
50 N 0.089 1.513 1.118  H13 1.007, C49 1.359, C57 1.440
51 C -2.261 2.233 1.429  C12 1.532, C15 1.529, H40 1.095, C57 1.538
52 C -3.070 4.447 2.398  C12 1.524, H20 1.087, H39 1.088, H58 1.088
53 H -2.335 1.587 -3.593  C36 1.080
54 C -1.706 -0.206 0.997  O18 1.213, C57 1.540, N59 1.346
55 C 4.512 1.634 0.283  C23 1.529, H26 1.087, H43 1.086, H48 1.087
56 H -1.462 3.391 -0.226  C15 1.089
57 C -1.211 1.122 1.599  H30 1.099, N50 1.440, C51 1.538, C54 1.540
58 H -4.048 4.003 2.569  C52 1.088
59 N -0.762 -0.902 0.336  H6 1.013, C47 1.441, C54 1.346
60 H -0.136 -2.811 -3.287  C17 1.081

***

# 2
The following is a quantum chemistry calculation of a cluster of 7 separate species, C23H49BN3O8 in total at a distorted geometry, from the Open Molecules 2025 dataset.

For the frontier orbital gap, the calculation gives 6.4 eV. As for the HOMO energy: -11.026 eV. The total charge is +1. As for the molar mass: 506.5 g/mol. The LUMO energy is -4.64 eV.

Last columns: bonded neighbours and bond lengths (Å).
Element x y z (Å)
1 H -4.667 1.392 -3.541  C22 1.093
2 C 5.205 6.823 0.608  C16 1.505, O39 1.230, C60 1.505
3 C -2.048 -3.162 -0.468  C6 1.657, O9 1.491, C30 1.639, H52 1.194
4 C 4.063 -2.335 -5.078  C53 1.505, C59 1.505, O82 1.230
5 H 6.046 8.691 -0.011  C60 1.093
6 C -0.886 -3.654 0.607  C3 1.657, H24 1.194, H36 1.182, N71 1.523
7 H 2.746 -3.141 -6.552  C59 1.095
8 H 5.146 -0.493 -5.190  C53 1.093
9 O -3.434 -3.348 0.049  C3 1.491, H43 1.021
10 C -5.536 -0.306 -1.426  H12 1.093, H41 1.093, H78 1.095, C80 1.505
11 C 0.232 3.342 -0.981  H34 1.095, H69 1.093, H73 1.093, C74 1.505
12 H -6.456 0.202 -1.126  C10 1.093
13 O -3.761 -0.106 4.661  C47 1.230
14 H -2.961 1.750 6.996  C50 1.093
15 H -2.431 -1.398 -1.909  C30 1.194
16 C 5.178 6.993 2.104  C2 1.505, H17 1.095, H18 1.093, H66 1.093
17 H 5.206 6.008 2.581  C16 1.095
18 H 4.258 7.501 2.404  C16 1.093
19 H 2.533 4.775 -0.108  C75 1.093
20 H 4.445 -3.030 -7.065  C59 1.093
21 H -0.283 0.553 0.963  O32 1.011
22 C -5.541 0.772 -3.762  H1 1.093, H35 1.095, C80 1.505, H84 1.093
23 H 1.126 -6.526 5.423  C58 1.093
24 H -0.934 -3.040 1.630  C6 1.194
25 H -3.914 0.348 0.933  C29 1.187
26 H 3.430 -1.553 -6.966  C59 1.093
27 H 2.808 -6.515 4.797  C58 1.093
28 H 2.857 4.132 -1.752  C75 1.093
29 C -3.039 -0.356 1.317  H25 1.187, H44 1.194, H65 1.170, B81 1.643
30 C -1.723 -1.639 -0.979  C3 1.639, H15 1.194, N68 1.543, B81 1.644
31 H -3.807 0.194 7.149  C50 1.095
32 O -0.861 0.646 0.139  H21 1.011, B81 1.505
33 H -0.350 -1.417 -2.584  N68 1.044
34 H -0.843 3.341 -1.193  C11 1.095
35 H -5.516 0.497 -4.822  C22 1.095
36 H -1.056 -4.788 0.889  C6 1.182
37 H 1.896 -7.088 2.335  C56 1.093
38 H -4.755 1.687 6.971  C50 1.093
39 O 5.251 5.707 0.093  C2 1.230
40 N 1.359 -3.191 -2.250  H51 1.044, H54 1.049, C63 1.393
41 H -4.662 0.265 -1.101  C10 1.093
42 H 5.198 7.796 -1.292  C60 1.095
43 H -3.987 -3.825 -0.664  O9 1.021
44 H -2.552 0.236 2.232  C29 1.194
45 C -3.840 2.258 4.335  C47 1.505, H61 1.095, H67 1.093, H72 1.093
46 H 4.253 8.628 -0.037  C60 1.093
47 C -3.808 1.010 5.176  O13 1.230, C45 1.505, C50 1.505
48 H 0.682 -5.976 1.664  C56 1.095
49 O 1.300 -4.235 3.358  C62 1.230
50 C -3.835 1.179 6.671  H14 1.093, H31 1.095, H38 1.093, C47 1.505
51 H 2.343 -2.883 -2.416  N40 1.044
52 H -1.978 -3.882 -1.417  C3 1.194
53 C 5.292 -1.508 -4.813  C4 1.505, H8 1.093, H64 1.095, H70 1.093
54 H 0.938 -3.922 -2.873  N40 1.049
55 H 2.129 -5.066 5.573  C58 1.095
56 C 1.024 -6.474 2.577  H37 1.093, H48 1.095, H57 1.093, C62 1.505
57 H 0.214 -7.099 2.960  C56 1.093
58 C 1.898 -5.926 4.934  H23 1.093, H27 1.093, H55 1.095, C62 1.505
59 C 3.649 -2.523 -6.513  C4 1.505, H7 1.095, H20 1.093, H26 1.093
60 C 5.173 8.072 -0.232  C2 1.505, H5 1.093, H42 1.095, H46 1.093
61 H -3.815 1.983 3.275  C45 1.095
62 C 1.399 -5.436 3.601  O49 1.230, C56 1.505, C58 1.505
63 C 0.547 -2.712 -1.224  N40 1.393, N68 1.512, N71 1.513
64 H 5.470 -1.458 -3.733  C53 1.095
65 H -3.409 -1.375 1.757  C29 1.170
66 H 6.051 7.564 2.429  C16 1.093
67 H -2.966 2.877 4.556  C45 1.093
68 N -0.294 -1.497 -1.544  C30 1.543, H33 1.044, C63 1.512
69 H 0.378 3.181 0.090  C11 1.093
70 H 6.161 -1.970 -5.289  C53 1.093
71 N 0.533 -3.469 0.086  C6 1.523, C63 1.513, H79 1.044
72 H -4.760 2.814 4.531  C45 1.093
73 H 0.702 2.538 -1.554  C11 1.093
74 C 0.819 4.668 -1.384  C11 1.505, C75 1.505, O77 1.230
75 C 2.295 4.867 -1.170  H19 1.093, H28 1.093, C74 1.505, H76 1.095
76 H 2.579 5.871 -1.506  C75 1.095
77 O 0.118 5.555 -1.869  C74 1.230
78 H -5.508 -1.291 -0.949  C10 1.095
79 H 1.169 -3.058 0.804  N71 1.044
80 C -5.509 -0.476 -2.922  C10 1.505, C22 1.505, O83 1.230
81 B -1.872 -0.469 0.166  C29 1.643, C30 1.644, O32 1.505
82 O 3.421 -2.838 -4.157  C4 1.230
83 O -5.462 -1.592 -3.437  C80 1.230
84 H -6.461 1.329 -3.567  C22 1.093

***

# 3
The following is a quantum chemistry calculation of a cluster of 2 separate species, C4H9N3O4 in total at a distorted geometry, from the Open Molecules 2025 dataset.

For the frontier orbital gap, the calculation gives 10.6 eV. As for the HOMO energy: -10.067 eV. The total charge is 0. As for the molar mass: 163.1 g/mol. As for the SMILES: O=C1CC[C@H](/[N+]([O-])=N/O)O1.N. The LUMO energy is 0.53 eV.

Last columns: bonded neighbours and bond lengths (Å).
Element x y z (Å)
1 H -2.152 2.011 1.571  C14 1.100
2 H -2.014 0.031 1.251  C9 1.106
3 H 0.850 -3.225 -0.202  N17 0.999
4 H 0.595 -3.131 -1.850  N17 1.086
5 O -1.028 0.907 -0.931  C8 1.429, C19 1.383
6 H -0.317 2.304 1.727  C14 1.081
7 O 2.866 1.114 -0.949  H16 0.975, N18 1.392
8 C -0.410 -0.042 -0.059  O5 1.429, C9 1.512, H11 1.162, N13 1.499
9 C -0.935 0.264 1.326  H2 1.106, C8 1.512, H12 1.105, C14 1.505
10 H -0.406 -4.019 -0.760  N17 1.068
11 H -0.749 -1.059 -0.508  C8 1.162
12 H -0.434 -0.275 2.150  C9 1.105
13 N 1.080 0.111 -0.120  C8 1.499, O15 1.238, N18 1.265
14 C -1.127 1.755 1.267  H1 1.100, H6 1.081, C9 1.505, C19 1.523
15 O 1.704 -0.591 0.686  N13 1.238
16 H 3.132 0.735 -1.807  O7 0.975
17 N 0.121 -3.097 -0.874  H3 0.999, H4 1.086, H10 1.068
18 N 1.481 0.971 -0.957  O7 1.392, N13 1.265
19 C -1.126 2.088 -0.219  O5 1.383, C14 1.523, O20 1.181
20 O -1.131 3.147 -0.742  C19 1.181